A 3-piece molecular cluster, C35H54N2O6 overall, computed with ωB97M-V/def2-TZVPD.

Last column: Löwdin charge in e.
Geometry (Å):
1 C -7.995 0.814 3.227  0.106
2 C -7.689 0.290 2.197  -0.154
3 C -7.238 -0.349 0.969  -0.204
4 C -5.813 -0.928 1.079  -0.171
5 C -4.739 -0.078 0.365  -0.143
6 C -4.178 -0.816 -0.839  -0.299
7 C -3.456 -2.112 -0.460  -0.167
8 O -3.865 -3.203 -1.254  -0.169
9 C -2.986 -3.593 -2.288  -0.094
10 O -3.316 -0.052 -1.689  -0.110
11 C -2.750 1.141 -1.188  -0.217
12 C -1.751 1.666 -2.223  -0.166
13 C -0.331 1.812 -1.693  -0.203
14 C 0.587 2.479 -2.729  -0.207
15 C 1.327 1.466 -3.603  -0.208
16 C 2.654 0.953 -3.010  -0.194
17 C 2.995 -0.494 -3.389  -0.206
18 C 3.369 -1.391 -2.216  -0.223
19 C 2.204 -1.893 -1.373  -0.202
20 C 2.696 -2.836 -0.260  -0.199
21 C 2.077 -2.553 1.104  -0.224
22 C 0.612 -2.956 1.182  -0.223
23 C 0.032 -3.016 2.589  -0.198
24 C -0.227 -1.684 3.353  -0.232
25 C 0.149 -0.381 2.664  -0.108
26 H -8.332 1.307 4.101  0.017
27 H -7.943 -1.148 0.754  0.112
28 H -7.307 0.366 0.155  0.112
29 H -5.551 -1.025 2.124  0.111
30 H -5.831 -1.935 0.673  0.105
31 H -3.957 0.178 1.070  0.116
32 H -5.211 0.837 0.026  0.111
33 H -5.025 -1.100 -1.463  0.156
34 H -2.386 -1.931 -0.556  0.117
35 H -3.647 -2.374 0.578  0.122
36 H -2.982 -4.678 -2.348  0.082
37 H -3.316 -3.197 -3.247  0.086
38 H -1.969 -3.260 -2.095  0.079
39 H -2.224 0.971 -0.250  0.115
40 H -3.515 1.898 -1.027  0.114
41 H -2.077 2.637 -2.589  0.090
42 H -1.762 0.986 -3.071  0.119
43 H 0.064 0.832 -1.430  0.105
44 H -0.353 2.419 -0.790  0.099
45 H 1.315 3.113 -2.231  0.109
46 H -0.032 3.093 -3.378  0.096
47 H 0.673 0.626 -3.825  0.102
48 H 1.558 1.944 -4.554  0.106
49 H 2.627 1.059 -1.927  0.106
50 H 3.438 1.605 -3.382  0.105
51 H 3.842 -0.501 -4.071  0.102
52 H 2.158 -0.934 -3.928  0.102
53 H 4.043 -0.859 -1.546  0.106
54 H 3.908 -2.257 -2.601  0.112
55 H 1.485 -2.406 -2.009  0.110
56 H 1.675 -1.041 -0.946  0.099
57 H 2.466 -3.858 -0.553  0.109
58 H 3.774 -2.719 -0.178  0.091
59 H 2.636 -3.061 1.887  0.109
60 H 2.183 -1.487 1.276  0.086
61 H 0.540 -3.964 0.770  0.111
62 H 0.013 -2.329 0.526  0.092
63 H 0.669 -3.651 3.198  0.100
64 H -0.918 -3.541 2.518  0.096
65 H 0.317 -1.726 4.293  0.096
66 H -1.279 -1.647 3.621  0.091
67 H -0.166 -0.350 1.626  0.057
68 H 1.214 -0.189 2.710  0.061
69 H -0.336 0.451 3.166  0.071
70 C 8.154 -4.033 3.430  -0.071
71 C 8.305 -3.402 2.202  -0.065
72 C 7.359 -2.487 1.770  -0.002
73 C 6.276 -2.222 2.586  -0.146
74 C 6.103 -2.839 3.811  -0.002
75 C 7.055 -3.753 4.231  -0.065
76 N 5.269 -1.247 2.135  -0.343
77 O 5.424 -0.740 1.042  0.072
78 O 4.335 -1.020 2.874  0.072
79 H 8.897 -4.746 3.764  0.107
80 H 9.160 -3.622 1.579  0.108
81 H 7.459 -1.989 0.818  0.119
82 H 5.243 -2.609 4.420  0.120
83 H 6.938 -4.247 5.185  0.108
84 C -1.194 7.543 -2.117  -0.069
85 C -1.117 8.039 -0.822  -0.065
86 C -1.357 7.205 0.258  -0.002
87 C -1.673 5.882 0.013  -0.140
88 C -1.758 5.367 -1.267  0.002
89 C -1.515 6.210 -2.339  -0.059
90 N -1.914 4.983 1.155  -0.347
91 O -1.835 5.452 2.269  0.085
92 O -2.166 3.821 0.907  0.071
93 H -1.001 8.197 -2.957  0.107
94 H -0.866 9.076 -0.652  0.108
95 H -1.300 7.573 1.271  0.120
96 H -2.005 4.328 -1.420  0.092
97 H -1.574 5.824 -3.347  0.109

The electronic energy is -52427.8348 eV. The strongest force on any atom is 0.0115 hartree/bohr. As for the HOMO-LUMO gap: 8.50 eV. The net charge is 0. Its SMILES is C#CCCC[C@H](COC)OCCCCCCCCCCCCCCC.O=[N+]([O-])c1ccccc1.O=[N+]([O-])c1ccccc1.